Molecular formula: C28H54BiP2Si
Method: DFT, ωB97M-V with the def2-TZVPD basis set

Cartesian coordinates (Å):
H  -2.649  -2.725  0.605
H  0.781  3.141  -6.484
H  1.968  0.136  3.614
H  1.907  1.679  -5.078
H  -2.844  4.878  -0.228
C  -1.355  -1.074  -6.596
H  -0.479  2.151  -4.778
H  -1.504  -3.933  -0.053
H  0.337  0.849  3.539
H  3.506  3.899  -1.628
H  0.083  2.414  0.143
C  0.894  -0.090  3.674
H  -3.024  -0.239  -5.442
C  -0.877  1.886  -7.168
H  -1.700  -1.231  -7.634
C  -0.912  2.325  -0.336
H  -4.286  1.321  -4.427
H  0.408  -0.381  -7.639
C  0.676  -2.625  0.939
H  1.125  3.709  -4.130
H  -4.135  2.456  -3.059
H  3.241  -1.678  0.577
H  3.133  2.658  -0.381
H  -1.499  1.412  2.946
H  -0.948  1.285  -8.093
H  1.244  -0.744  -4.699
C  2.880  -1.418  1.583
C  -2.650  4.586  0.809
C  -1.637  2.470  2.693
H  -2.629  -1.249  -3.725
C  -1.806  -3.390  0.853
C  1.417  -1.694  1.712
C  -0.666  -2.594  1.392
C  0.539  -1.106  2.648
H  0.419  -3.793  -0.839
H  0.676  -1.850  -6.773
H  -1.238  -1.238  -2.662
H  -3.925  1.676  -0.528
P  -2.076  1.214  -3.285
H  -0.920  3.103  -1.122
Si  -2.255  2.751  0.945
H  -0.669  2.969  2.843
C  0.532  3.307  -3.290
C  1.226  -3.489  -0.155
H  1.998  -2.938  -0.720
H  -4.394  0.680  -2.775
C  1.129  1.179  -5.669
H  -2.556  2.074  -5.710
H  3.482  0.660  -2.233
C  -1.704  -0.697  -3.523
H  -2.331  -0.336  3.041
C  2.694  3.338  -1.135
H  3.081  -0.353  1.775
H  0.217  4.196  -2.718
C  -2.091  0.032  -5.945
H  -0.977  -0.830  -4.327
H  1.210  1.979  -7.726
H  -1.585  -2.018  -6.067
C  -1.965  -1.355  3.253
H  3.696  1.693  -3.680
C  2.953  1.193  -3.042
H  -3.818  0.789  0.995
H  2.483  0.412  -3.660
H  3.441  -2.017  2.323
C  -1.839  1.349  -6.135
H  -1.798  5.181  1.171
C  -3.810  1.794  0.556
H  0.664  -0.484  4.678
H  2.046  4.054  -0.604
H  -1.264  2.869  -7.463
H  -2.763  -2.068  3.004
H  1.688  -4.399  0.271
C  -3.895  1.433  -3.405
H  -1.484  3.454  -4.190
C  0.614  2.086  -6.782
H  -4.702  2.325  0.926
C  0.192  -0.859  -6.667
C  -0.786  2.658  -3.866
H  -1.733  -1.426  4.329
H  -3.534  4.835  1.416
Bi  -0.185  0.537  -1.643
P  1.720  2.318  -2.289
H  -2.340  2.898  3.424
H  -2.151  -4.115  1.609
C  0.800  -0.112  -5.507
C  -0.744  -1.674  2.458

Values from the calculation:
lowest unoccupied orbital energy (alpha / beta)	-0.1195 / -0.1078	Ha
2S+1	1
E_HOMO (alpha / beta)	-0.3341 / -0.3178	hartree
total charge	+1
Kohn-Sham gap (alpha / beta)	0.2146 / 0.2100	Eh

Mulliken atomic charge list, values in e, 5 entries: 0.33, 0.14, 0.42, 0.71, 0.32


Molecular formula: C8H7ClIN
Method: DFT, ωB97M-V with the def2-TZVPD basis set

Cartesian coordinates (Å):
Cl  -0.094  4.297  0.145
C  -1.420  0.091  1.752
C  -2.139  0.535  0.474
H  -1.513  -0.929  1.919
H  0.860  -1.618  -1.956
N  -0.441  2.749  0.709
H  -1.401  0.850  2.524
C  -0.275  -0.815  -0.373
H  0.945  2.564  -1.475
H  -0.482  -1.651  0.321
C  1.078  0.540  -1.784
C  0.691  1.640  -1.140
C  -0.132  1.698  0.011
C  0.602  -0.810  -1.398
I  -3.789  -0.591  -0.387
H  -2.345  1.537  0.616
H  1.669  0.499  -2.665
C  -0.806  0.380  0.315

Values from the calculation:
SMILES	Cl/N=C1\C=CC=C[C@@]12C[C@@H]2I
lowest unoccupied orbital energy	-0.0212	Ha
2S+1	1
E_HOMO	-0.3244	hartree
Kohn-Sham gap	0.3032	Eh

Mulliken atomic charge list, values in e, 5 entries: -0.14, -0.81, -0.56, 0.33, 0.53


Molecular formula: HNO4P
Method: DFT, ωB97M-V with the def2-TZVPD basis set

Cartesian coordinates (Å):
H  -0.285  0.669  0.977
P  -2.117  -0.159  -0.239
O  -3.516  -0.686  -0.137
O  -1.134  -0.582  0.832
N  0.614  1.285  0.825
O  1.613  0.732  1.348
O  -1.596  0.679  -1.353

Values from the calculation:
lowest unoccupied orbital energy (alpha / beta)	0.1479 / 0.1478	Ha
2S+1	1
E_HOMO (alpha / beta)	-0.1653 / -0.1658	hartree
total charge	-1
Kohn-Sham gap (alpha / beta)	0.3132 / 0.3136	Eh

Mulliken atomic charge list, values in e, 5 entries: 0.39, 0.91, -0.62, -0.64, -0.12


no.,energy (eV)
1,-62194.2438
2,-30518.4770
3,-18986.4239